Record 1
DFT (ωB97M-V/def2-TZVPD) results for a single C3H6N2OS molecule in a non-equilibrium geometry.

```
13
Properties=species:S:1:pos:R:3:forces:R:3:lowdin_charge:R:1
C 1.7495 0.1402 0.1171 0.3 -2.4 -0.8 -0.183
C 1.7539 -1.1853 0.4085 -0.9 2.7 0.3 -0.409
C -1.5226 0.0426 0.1577 1.1 0.4 0.8 -0.290
N 0.6984 0.5236 -0.7555 -0.8 0.1 3.5 -0.066
N -0.3071 -0.4396 -0.6957 -3.0 1.4 0.5 -0.460
O -2.5182 -0.9117 0.0487 0.6 -0.3 2.4 -0.060
S 0.2860 -1.9038 -0.0948 -0.2 -1.9 -0.3 0.939
H 2.5836 0.7461 0.3149 0.6 1.1 0.2 0.087
H 2.3666 -1.6521 1.1150 1.0 -0.7 0.7 0.045
H -1.9420 1.0293 -0.2982 1.5 -1.3 1.1 0.146
H -1.2696 0.0021 1.2824 -0.1 0.9 -1.7 0.138
H 0.9178 0.6545 -1.6665 1.3 0.6 -3.3 0.075
H -2.6948 -0.8452 -0.8406 -1.4 -0.5 -3.4 0.037
```
Forces are in eV/Å.

Output
ΔE to the lowest compared entry with this formula, charge and spin: 397.4 kJ/mol
HOMO energy: -7.5 eV
M: 118.161 g mol⁻¹
SMILES string: OCN1NC=CS1
HOMO-LUMO gap: 0.311 hartree

Record 2
DFT (ωB97M-V/def2-TZVPD) results for a single C3H6N2OS2 molecule in a non-equilibrium geometry.

```
14
Properties=species:S:1:pos:R:3:forces:R:3:lowdin_charge:R:1
C 2.4875 0.8301 -0.6909 0.6 1.1 1.4 -0.473
C 0.2337 -0.3982 0.4260 -0.9 0.8 0.4 -1.014
C -2.1780 -0.7377 1.3700 1.2 -2.4 1.4 -0.222
H 2.7422 1.3372 -1.5795 0.7 -0.1 -1.8 -0.003
H 2.5827 1.7768 -0.0636 -0.5 -1.7 0.3 0.076
H 3.1998 0.0179 -0.4194 -0.7 0.7 -0.2 0.049
H -1.2885 -0.7681 -1.5815 -1.2 1.2 0.3 0.098
H -1.7446 0.7984 -1.0107 0.3 0.4 -0.4 0.078
H -3.2520 -0.6514 1.0340 1.1 0.5 -0.1 0.143
N -1.2132 -0.5467 0.2940 1.8 -0.4 4.8 -0.258
N -1.7643 -0.1918 -0.8467 -0.9 -1.0 -3.7 -0.045
O -1.9002 -1.1982 2.4699 -0.4 1.5 -2.1 0.025
S 0.8205 0.3577 -1.0653 -0.1 0.0 0.0 0.856
S 1.2744 -0.6259 1.6636 -1.1 -0.4 0.0 0.689
```
Forces are in eV/Å.

Output
ΔE to the lowest compared entry with this formula, charge and spin: 285.8 kJ/mol
HOMO energy: -8.6 eV
M: 150.228 g mol⁻¹
SMILES string: CSC(=S)N(N)C=O
HOMO-LUMO gap: 0.311 hartree

Record 3
DFT (ωB97M-V/def2-TZVPD) results for a single C3H6N2OS2 molecule in a non-equilibrium geometry.

```
14
Properties=species:S:1:pos:R:3:forces:R:3:lowdin_charge:R:1
C 0.5915 0.4783 -0.2171 -2.9 1.1 0.3 -0.526
C -0.9085 0.5027 0.1659 -1.7 0.2 1.1 -0.166
C -1.9117 -0.7622 -0.0347 3.6 0.8 0.1 -0.952
H 1.9718 2.0306 -0.7753 -2.8 -0.1 2.4 0.152
H 0.5414 2.5620 0.4306 1.3 -1.9 -1.8 0.136
H -0.7174 0.6106 1.3403 -1.2 0.2 -2.1 0.157
H -1.6394 1.3194 -0.3491 2.4 -1.4 1.7 0.109
H -0.5161 -1.9746 0.3276 -1.9 -0.2 -0.9 0.127
H 2.7944 -2.2444 0.4338 -1.0 -0.8 0.7 -0.206
N 1.0360 1.8412 -0.1995 2.6 -1.4 -1.3 0.069
N 0.9440 -0.7546 -0.3801 2.4 0.3 0.9 -0.324
O -1.5147 -2.0198 0.0723 2.7 0.4 1.2 -0.034
S -3.3552 -0.3925 -0.4733 -3.4 0.5 -0.8 0.779
S 2.6839 -1.1967 -0.3415 -0.1 2.1 -1.6 0.678
```
Forces are in eV/Å.

Output
ΔE to the lowest compared entry with this formula, charge and spin: 371.6 kJ/mol
HOMO energy: -8.6 eV
M: 150.228 g mol⁻¹
SMILES string: N/C(CC(O)=S)=N\S
HOMO-LUMO gap: 0.327 hartree

Record 4
DFT (ωB97M-V/def2-TZVPD) results for 2 unconnected molecules or ions with the total composition C3H6N2P in a non-equilibrium geometry.

```
12
Properties=species:S:1:pos:R:3:forces:R:3:lowdin_charge:R:1
C -0.9669 -1.8452 0.1879 -1.0 -2.1 2.2 -0.017
C -1.3188 -0.9259 -0.7816 0.5 1.1 0.4 0.088
C 1.4188 0.9036 -0.1330 0.0 2.3 -0.7 -0.023
N -0.1312 -0.8820 0.1373 1.0 1.4 -1.9 -0.050
N 1.0362 -0.3417 0.3601 -2.6 -2.7 1.2 0.031
P -3.5732 0.4965 0.0500 0.5 0.3 1.1 0.613
H -1.2374 -2.6970 0.8628 0.6 0.7 -1.0 0.165
H 0.7429 1.0130 -0.9904 0.8 0.6 -0.3 0.104
H 1.2098 1.7769 0.5581 0.3 -1.2 -0.5 0.128
H 2.4982 0.8409 -0.3651 -0.7 0.3 -0.2 0.121
H 1.5585 -0.9303 0.9492 1.2 -0.3 1.1 0.167
H -3.5144 -0.0276 -1.1980 -0.4 -0.4 -1.4 -0.327
```
Forces are in eV/Å.

Output
ΔE to the lowest compared entry with this formula, charge and spin: 604.5 kJ/mol
HOMO energy (spin up / spin down): -12.1 / -12.5 eV
M: 101.069 g mol⁻¹
net charge: +1
HOMO-LUMO gap (spin up / spin down): 0.247 / 0.249 hartree

Record 5
DFT (ωB97M-V/def2-TZVPD) results for a single C3H6N2S molecule in a non-equilibrium geometry.

```
12
Properties=species:S:1:pos:R:3:forces:R:3:lowdin_charge:R:1
C -0.3311 0.7770 1.6813 -0.2 -0.3 0.5 -0.116
C 1.1091 0.5723 1.1605 0.1 1.3 -1.2 -0.115
C 0.4542 -0.0147 -0.1011 -0.6 -0.2 -0.1 -0.816
H -1.9018 -0.2341 -1.1498 0.2 0.3 1.7 0.091
H -2.3514 -1.0069 0.2550 -0.3 0.2 -0.3 0.089
H -0.5635 0.1670 2.5420 -0.1 0.1 0.6 0.104
H -0.6837 1.8080 1.8341 0.1 -0.3 -0.4 0.121
H 1.7294 1.4982 1.0396 -0.7 -0.9 -0.1 0.127
H 1.6877 -0.1911 1.6195 0.5 -0.5 0.7 0.093
N -2.0218 -0.1069 -0.0997 -0.2 -0.6 -0.8 0.074
N -0.7733 0.0664 0.4867 1.4 0.5 -1.6 -0.231
S 0.8910 -0.6104 -1.5808 -0.2 0.4 0.8 0.578
```
Forces are in eV/Å.

Output
ΔE to the lowest compared entry with this formula, charge and spin: 192.3 kJ/mol
HOMO energy: -8.5 eV
M: 102.162 g mol⁻¹
SMILES string: NN1CCC1=S
HOMO-LUMO gap: 0.341 hartree

Record 6
DFT (ωB97M-V/def2-TZVPD) results for a single C3H6N2S molecule in a non-equilibrium geometry.

```
12
Properties=species:S:1:pos:R:3:forces:R:3:lowdin_charge:R:1
C 0.4740 -0.8648 0.7904 -0.2 -1.2 1.0 -0.076
C 0.3206 0.6099 -1.2374 0.8 -8.7 -2.4 -0.127
C -1.0404 1.1476 0.6847 0.4 -2.0 2.3 -0.705
H 0.0274 -1.2301 1.7628 0.1 1.1 -1.2 0.124
H 0.4492 -1.6791 0.1356 -1.4 -2.0 -0.5 0.025
H 1.5594 -1.0365 0.8354 0.4 2.2 0.5 0.108
H 0.0919 1.4761 -1.8296 0.0 0.8 0.8 0.093
H 0.5674 -1.3331 -1.2604 0.8 1.8 -2.4 0.031
H -1.1343 0.6798 1.7078 -0.5 1.0 -0.6 0.069
N -0.1862 0.2245 0.0724 0.2 4.6 -0.9 -0.201
N 0.7421 -0.5145 -1.9679 -1.6 3.6 3.9 0.056
S -1.8711 2.5201 0.3061 1.0 -1.2 -0.4 0.604
```
Forces are in eV/Å.

Output
ΔE to the lowest compared entry with this formula, charge and spin: 336.8 kJ/mol
HOMO energy: -8.9 eV
M: 102.162 g mol⁻¹
SMILES string: [H]/N=C\N(C)C=S
HOMO-LUMO gap: 0.321 hartree

Record 7
DFT (ωB97M-V/def2-TZVPD) results for 2 unconnected molecules or ions with the total composition C3H6N2S in a non-equilibrium geometry.

```
12
Properties=species:S:1:pos:R:3:forces:R:3:lowdin_charge:R:1
C 2.5837 -0.0248 0.1094 -2.1 -0.3 -0.8 -0.315
C -0.1688 0.6393 0.5779 0.6 2.6 -1.6 -0.122
C 0.2015 -0.4301 -0.3826 1.0 -0.9 -0.9 -0.728
N 3.6506 -0.0483 0.5335 1.3 0.0 0.5 -0.104
N 0.2030 -0.3322 -1.7332 -0.5 0.5 1.6 0.082
S 0.0103 -2.1127 0.1018 -0.1 0.0 -2.6 0.900
H -1.1065 0.4924 1.0521 -0.7 -1.0 0.8 0.067
H -0.4349 1.5912 -0.0005 1.0 -1.1 0.5 0.118
H 0.7043 0.8060 1.2055 -0.6 0.2 0.3 0.056
H 0.7170 0.3549 -2.2567 -0.2 0.3 0.2 0.127
H -0.1097 -1.1599 -2.1707 0.3 -0.7 -1.0 0.070
H 0.0632 -1.8326 1.3196 0.0 0.5 3.0 -0.152
```
Forces are in eV/Å.

Output
ΔE to the lowest compared entry with this formula, charge and spin: 343.7 kJ/mol
HOMO energy: -9.1 eV
M: 102.162 g mol⁻¹
HOMO-LUMO gap: 0.310 hartree

Record 8
DFT (ωB97M-V/def2-TZVPD) results for 2 unconnected molecules or ions with the total composition C3H6N2S in a non-equilibrium geometry.

```
12
Properties=species:S:1:pos:R:3:forces:R:3:lowdin_charge:R:1
C -2.6709 -1.2732 -0.3239 -0.9 -2.2 0.0 -0.085
C 1.6123 -0.0870 -0.0708 -2.7 -3.7 1.1 -0.263
C 2.5109 0.9160 -0.5628 0.4 -0.7 -2.4 -0.070
N 0.8813 -0.9542 0.2587 2.3 2.8 -0.9 0.134
N -1.9015 -0.2717 -0.2734 1.8 -0.4 -0.6 -0.653
S -2.1462 1.2493 -0.7740 -0.5 2.3 -0.6 0.431
H -2.2431 -2.2455 0.0169 -0.6 0.8 -0.4 0.097
H -3.6854 -1.1777 -0.7783 0.9 0.0 0.8 0.092
H 1.9634 1.3167 -1.5404 1.7 -0.4 2.1 0.146
H 2.6517 1.5893 0.2430 0.0 1.3 0.3 0.062
H 3.5420 0.4303 -0.7299 -1.7 0.8 -0.2 0.119
H -0.8811 -0.4153 -0.1314 -0.8 -0.6 0.8 -0.009
```
Forces are in eV/Å.

Output
ΔE to the lowest compared entry with this formula, charge and spin: 246.9 kJ/mol
HOMO energy (spin up / spin down): -7.7 / -7.7 eV
M: 102.162 g mol⁻¹
SMILES string: C=[NH+][S-].CC#N
HOMO-LUMO gap (spin up / spin down): 0.306 / 0.306 hartree

Record 9
DFT (ωB97M-V/def2-TZVPD) results for a single C3H6N2S molecule in a non-equilibrium geometry.

```
12
Properties=species:S:1:pos:R:3:forces:R:3:lowdin_charge:R:1
C 0.9516 -0.9800 -0.2071 -1.4 -4.1 2.6 -0.520
C -1.5231 0.4148 -0.2559 -4.6 -0.9 1.4 -0.519
C -2.9081 0.3840 0.0391 3.4 -0.5 -0.8 -0.103
H 3.2218 -0.5763 0.5104 0.1 1.7 -0.4 0.084
H 3.1493 1.4092 -0.0740 -1.1 -5.6 0.9 0.213
H 1.5060 -1.9929 0.2925 -1.3 2.5 -1.7 0.133
H -0.9580 1.3193 -0.3821 0.2 0.1 0.0 0.057
H -3.5672 -0.5179 0.2062 1.2 1.1 -0.2 0.067
H -3.2848 1.3393 0.2340 -1.1 1.2 -0.1 0.009
N 2.8034 0.2227 -0.0211 1.7 4.1 -0.3 -0.079
N 1.4747 0.1323 -0.2081 0.9 1.8 -0.8 -0.200
S -0.8655 -1.1547 -0.1339 2.1 -1.3 -0.6 0.859
```
Forces are in eV/Å.

Output
ΔE to the lowest compared entry with this formula, charge and spin: 435.6 kJ/mol
HOMO energy: -7.6 eV
M: 102.162 g mol⁻¹
SMILES string: C=CS/C=N/N
HOMO-LUMO gap: 0.310 hartree